[1]
16
Properties=species:S:1:pos:R:3 method="wB97M-V/def2-TZVPD" charge=0 largest_force_ev_per_a=0.51 gap_ev="7.31 / 6.85" e_tot_ha=-271.61749 e_lumo_ev="-0.80 / -1.03"
H -1.76014 -1.60668 0.78295
C -1.81821 -0.54488 0.52908
H 0.85488 -0.16796 1.54681
H 0.56993 -1.65551 0.67346
H 2.84972 -0.75737 0.19558
C -0.53665 0.01097 0.04203
C 0.72886 -0.57856 0.52951
H -1.58658 1.64671 -0.76450
H 1.89592 -0.70165 -1.29770
H -2.09707 0.00900 1.43928
H -2.61654 -0.35291 -0.20017
O 0.37639 2.10046 -0.29564
C 1.98681 -0.28875 -0.28703
C -0.53172 1.26413 -0.73368
H 2.12259 0.79240 -0.36252
H -0.43820 0.83060 -1.79744

[2]
16
Properties=species:S:1:pos:R:3 method="wB97M-V/def2-TZVPD" charge=0 largest_force_ev_per_a=1.97 gap_ev=11.17 e_tot_ha=-271.71675 e_lumo_ev=0.98
H 2.10040 -0.21939 -0.53245
C 0.59124 0.36354 0.91685
C -0.61913 1.07561 0.23328
C 0.07652 -0.75137 -1.24262
H 1.41754 -1.55044 0.39651
O 0.20848 -0.42190 2.04115
H -1.69234 0.03372 -1.72999
H 1.34733 1.10255 1.24448
H 0.47561 -0.30134 -2.15593
C 1.16189 -0.62809 -0.12839
H -1.33791 1.36429 1.01554
H -1.81689 -0.65404 -0.18853
H -0.13420 0.16513 2.72714
H -0.44099 -1.64153 -1.66135
C -1.14891 -0.00257 -0.75646
H -0.26783 2.00312 -0.23485

[3]
16
Properties=species:S:1:pos:R:3 method="wB97M-V/def2-TZVPD" charge=0 largest_force_ev_per_a=0.55 gap_ev=10.75 e_tot_ha=-271.69070 e_lumo_ev=0.91
H 0.10591 1.67177 0.27462
H -1.46139 2.40840 -0.07917
H -2.53924 0.11346 0.02895
H 2.77810 -0.83816 -0.66300
H -0.78124 -1.14595 1.38403
C 0.05256 -1.74318 -0.44069
H 0.15169 -1.57831 -1.51303
O 2.26262 1.11653 -0.57465
H -1.20275 1.61352 1.47866
C -1.47139 0.23954 -0.19968
C -0.70958 -0.95148 0.31136
C 2.40474 0.02611 -0.08081
H -1.38187 0.28029 -1.29208
C -0.97500 1.55729 0.40787
H 0.59705 -2.58682 -0.02109
H 2.16979 -0.18299 0.97871

[4]
16
Properties=species:S:1:pos:R:3 method="wB97M-V/def2-TZVPD" charge=0 largest_force_ev_per_a=3.20 gap_ev=10.96 e_tot_ha=-271.70689 e_lumo_ev=1.01
H 1.80268 0.49786 -1.14511
C 0.44197 0.18465 0.69200
O -0.98325 0.40244 -2.38037
H -1.32354 -0.88021 -0.02986
C 0.79065 -0.99372 1.60784
H 0.73552 -0.96446 -1.04732
C -0.43915 0.76210 -1.14454
H -0.33993 1.88803 -1.06850
H 0.11386 -1.01173 2.48031
C -1.02310 0.19890 0.15162
H 0.70856 -1.95203 1.11842
H 0.61318 1.20212 1.04370
H 1.79000 -0.91007 2.06786
H -1.92893 0.67904 -2.25784
C 0.83446 0.13403 -0.77486
H -1.79298 0.76305 0.68665

[5]
16
Properties=species:S:1:pos:R:3 method="wB97M-V/def2-TZVPD" charge=0 largest_force_ev_per_a=3.22 gap_ev=9.23 e_tot_ha=-271.63726 e_lumo_ev=0.42
C -1.83108 1.29820 0.29386
H -2.38232 1.24457 -0.65174
H 2.84802 -1.29185 0.37482
C -0.07358 -0.36723 -0.43167
C -1.08145 -0.00527 0.59438
H 1.44524 0.99518 0.27732
H 1.95794 -1.69711 -1.12624
H -2.55381 1.49828 1.09251
H 1.62025 0.57573 -1.48560
H -0.44667 -0.79454 -1.37170
C 1.85768 -1.26666 -0.11864
H -0.53139 0.06857 1.53757
C 1.27494 0.23906 -0.49882
O 0.81689 -1.79958 0.60165
H -1.14282 2.14921 0.23675
H -1.77782 -0.84656 0.67555

[6]
16
Properties=species:S:1:pos:R:3 method="wB97M-V/def2-TZVPD" charge=0 largest_force_ev_per_a=0.39 gap_ev=9.41 e_tot_ha=-271.55185 e_lumo_ev=0.52
H -1.21814 1.48721 -0.51940
H 1.09547 1.39271 -1.32052
H -2.42456 0.31101 -0.98195
H 2.08351 1.59287 0.84110
H -1.66203 -1.49194 -0.27031
H 0.87702 -0.29743 -1.80254
C -0.84764 0.49495 -0.73574
C -1.16173 -0.61702 0.13318
C 0.07448 -0.93668 0.97497
H 0.33791 -2.00103 0.95908
C 0.64126 0.43961 -1.02544
H -2.55997 -0.02255 -0.04409
H -0.03376 -0.63991 2.02394
O 1.42289 1.01186 1.23665
C 1.18379 -0.06128 0.34371
H 2.10026 -0.64989 0.19841